No. 1
Here is a 15-piece molecular cluster, C35H100O15 overall at a distorted geometry from the Open Molecules 2025 dataset. Energies are from wB97M-V/def2-TZVPD.

Structure (XYZ):
```
150
Properties=species:S:1:pos:R:3:forces:R:3:lowdin_charge:R:1
C 4.065988 -25.189129 -16.460238 0.5879 0.4956 0.5084 -0.0478
C 3.389103 -25.489345 -15.052564 0.4320 3.4064 -2.3121 -0.4852
C 2.149345 -24.529818 -14.835287 0.1073 -0.9154 -0.3313 -0.0351
O 3.248108 -26.833190 -14.895685 -0.5075 -1.5631 0.9763 -0.0183
H 3.536590 -25.351347 -17.399140 -0.6597 -0.2438 0.3362 0.0710
H 5.015727 -25.711703 -16.574347 -0.1134 -0.6161 0.3275 0.0607
H 4.435638 -24.165185 -16.514953 -0.4268 0.4325 0.2119 0.0575
H 4.143272 -25.095852 -14.371044 0.0665 -0.5733 0.4191 0.1146
H 1.404559 -24.859444 -14.110891 0.4175 -0.3116 0.4356 0.0691
H 1.549597 -24.413945 -15.738044 0.2535 0.0751 -0.3405 0.0658
H 2.504190 -23.549118 -14.518391 0.0357 -0.0324 -0.1040 0.0680
H 2.472388 -27.151722 -15.363019 -0.0859 -0.0054 -0.0730 0.1082
C 11.964335 -24.926869 -7.870607 0.4649 0.3499 0.4556 -0.0572
C 12.922834 -24.916280 -6.642920 0.4042 -0.1148 -1.1888 -0.4594
C 12.724071 -26.151110 -5.733851 -0.4352 1.1922 -0.5945 -0.0432
O 14.310583 -24.888943 -6.979881 0.8624 -1.3060 -0.1623 -0.0728
H 10.956903 -25.111351 -7.497576 -0.1412 0.3326 -0.0834 0.0637
H 12.126903 -25.646416 -8.673056 0.5104 -0.3921 0.3707 0.0676
H 12.041613 -23.950908 -8.349795 -0.3401 0.1204 -0.0316 0.0726
H 12.819144 -23.938159 -6.173202 -0.9914 -0.2732 0.7009 0.1282
H 11.656137 -26.368901 -5.719766 -0.0732 0.1168 0.4518 0.0672
H 13.098364 -25.900223 -4.741340 0.0203 -0.5150 -0.0131 0.0766
H 13.169720 -27.041914 -6.176537 0.4413 0.2301 0.1069 0.0822
H 14.656356 -24.132913 -7.459949 -0.7447 0.2739 -0.0324 0.0846
C 8.325463 -21.740873 -8.106407 0.2794 -1.0485 0.2981 -0.0614
C 7.626844 -21.823352 -6.764579 -0.2951 0.8098 0.3192 -0.4667
C 8.279487 -22.794649 -5.750809 0.2039 -0.0421 -1.0292 -0.0325
O 7.685826 -20.479009 -6.244013 -0.1929 -0.4379 0.4204 -0.0750
H 8.377262 -22.736306 -8.547458 0.1848 -0.0760 -0.2151 0.0706
H 9.326630 -21.383521 -7.865483 0.1325 0.0936 -0.4886 0.0866
H 7.806267 -21.099253 -8.818348 0.0701 0.1963 0.2042 0.0704
H 6.565667 -21.996157 -6.943883 -0.1204 -0.6875 0.2085 0.1295
H 7.640971 -23.497947 -5.216241 -0.4347 0.5124 0.0669 0.0705
H 8.899345 -22.235041 -5.050295 -0.1096 0.0101 -0.0070 0.0791
H 8.928408 -23.452696 -6.328706 0.3300 -0.0242 0.0374 0.0516
H 7.006292 -20.048369 -6.767839 -0.1439 0.8290 0.0756 0.0424
C 4.675934 -20.704770 -15.314241 0.9177 0.7077 0.3925 -0.0514
C 5.387585 -19.415742 -15.833702 -1.0042 -1.4523 1.1842 -0.4699
C 6.701093 -19.081971 -15.055126 -0.8305 -0.0103 -1.3576 -0.0309
O 5.653678 -19.683239 -17.187637 1.1505 0.4880 -0.8736 -0.0601
H 4.160438 -21.239480 -16.112027 -0.4297 0.4344 0.0146 0.0679
H 4.027701 -20.405687 -14.490565 -0.1201 -0.5577 0.1102 0.0758
H 5.443782 -21.414603 -15.006572 -0.0119 -0.0372 0.4341 0.0599
H 4.628917 -18.633125 -15.828106 0.2849 0.5433 0.5136 0.1263
H 7.075185 -18.161667 -15.503690 0.3714 -0.1004 0.0406 0.0629
H 7.370810 -19.920407 -15.246434 0.2409 0.1417 -0.0982 0.0540
H 6.675799 -18.936893 -13.975118 -0.6830 -0.1105 -0.0722 0.0806
H 4.798842 -19.641624 -17.622532 0.1068 -0.0821 -0.2463 0.0882
C 4.111494 -22.374264 -10.149688 0.0781 0.4115 0.0098 -0.0451
C 2.613078 -22.092626 -10.197680 0.4209 -1.3720 -1.0076 -0.5080
C 1.891226 -23.431233 -10.358055 0.5414 -0.3104 -0.1406 -0.0524
O 2.258213 -21.621552 -8.933927 -0.1503 0.9923 0.9217 -0.0492
H 4.223233 -23.108998 -9.352333 0.3387 0.0516 0.0542 0.0808
H 4.699720 -21.489472 -9.906322 -0.1080 0.0906 0.1528 0.0631
H 4.555298 -22.782612 -11.057655 -0.3769 -0.1210 -0.1382 0.0770
H 2.315351 -21.377357 -10.964393 0.1791 0.1701 -0.2314 0.1321
H 2.447774 -24.078793 -9.680543 -0.6201 -0.2397 0.4094 0.0773
H 2.000274 -23.970441 -11.299041 -0.1058 0.4801 -0.3582 0.0625
H 0.843038 -23.333107 -10.075591 -0.0111 -0.2016 -0.0200 0.0768
H 1.341459 -21.345232 -9.003247 -0.1258 0.0473 0.3089 0.0925
C 11.213677 -21.377256 -16.529890 -0.0505 -0.3587 -0.4508 -0.0318
C 10.463494 -22.428817 -15.717244 -0.5980 1.4658 0.4017 -0.5192
C 9.041642 -22.689016 -16.224589 0.8427 0.4035 0.5220 -0.0167
O 11.221792 -23.601765 -15.714637 0.5061 -0.7147 0.3610 -0.0596
H 12.154119 -21.114840 -16.045314 -0.0279 0.1242 0.0207 0.0801
H 10.656297 -20.474043 -16.778165 -0.0392 -0.1336 0.1914 0.0649
H 11.461764 -21.872453 -17.468679 0.1379 0.1774 -0.3656 0.0870
H 10.475113 -22.039330 -14.699277 -0.2880 -0.3803 0.3871 0.1220
H 8.369462 -21.926046 -15.831970 -0.0627 0.1488 -0.4266 0.0608
H 8.669137 -23.644646 -15.855670 0.1172 -0.0861 -0.2367 0.0840
H 9.158212 -22.640351 -17.307250 -0.7780 -0.2071 -0.1476 0.0871
H 11.294992 -23.852316 -16.638463 0.1825 -0.3852 -0.1678 0.0960
C 15.722350 -23.190041 -13.320515 1.5932 -0.5865 1.1962 -0.0746
C 14.797125 -22.879219 -14.428995 -1.2735 -1.6246 -0.9649 -0.4197
C 14.443843 -24.168659 -15.302766 1.3020 0.9703 -0.3143 -0.0272
O 13.547359 -22.422606 -13.886143 0.4076 0.2941 0.1369 -0.0775
H 16.280222 -22.332785 -12.943701 -0.4338 0.3690 0.1163 0.0869
H 16.541375 -23.832658 -13.643533 -0.0969 -0.2239 -0.3792 0.0871
H 15.293873 -23.704206 -12.460201 -0.3411 0.0185 -0.1195 0.0886
H 15.272286 -22.058462 -14.966282 -0.2784 -0.1741 -0.7682 0.1353
H 14.183973 -25.055292 -14.724447 -0.5087 0.4308 0.3635 0.0747
H 15.277082 -24.541792 -15.898230 0.5662 0.3679 0.1256 0.0707
H 13.718476 -23.932863 -16.081446 -0.3951 0.0039 0.4233 0.0565
H 12.866046 -22.577273 -14.544543 -0.2132 -0.1299 -0.1296 0.0396
C 9.963939 -25.947763 -10.845862 -1.7527 -1.7247 0.8017 -0.0580
C 10.949493 -25.120377 -11.549470 0.5659 0.5078 -1.8473 -0.4464
C 11.674787 -25.796973 -12.734682 -0.2714 -0.3505 0.9284 -0.0204
O 10.265860 -23.986152 -12.078161 0.0149 0.5420 -0.1830 -0.0581
H 9.048935 -26.201288 -11.381217 -0.0862 0.7357 -0.8237 0.0773
H 9.579922 -25.496539 -9.930970 0.3819 0.0454 0.1755 0.0827
H 10.249743 -26.982944 -10.659238 0.8858 0.1469 0.5442 0.0842
H 11.703159 -24.748040 -10.855596 0.1670 -0.0683 0.0550 0.1227
H 11.063340 -26.214531 -13.534607 -0.6716 -0.1077 0.4232 0.0640
H 12.189894 -26.611141 -12.224885 0.6888 -0.0935 -0.6606 0.0897
H 12.301552 -25.095246 -13.284994 0.5558 0.0192 0.5440 0.0579
H 10.659113 -23.834974 -12.940769 -0.0730 0.3451 -0.0956 0.0745
C 8.150983 -16.366064 -10.178789 0.5714 0.4335 0.7382 -0.0390
C 7.977546 -15.622255 -8.858719 -0.5130 1.8647 -0.8555 -0.4799
C 7.288467 -14.222822 -9.001535 0.9646 0.3908 -0.3125 -0.0474
O 7.113504 -16.335543 -8.054240 -0.9157 -1.5475 1.1687 -0.0679
H 8.714255 -17.278843 -9.984738 -0.2430 -0.1924 -0.0549 0.0809
H 8.806964 -15.735044 -10.778458 -0.2801 -0.0575 -0.4407 0.0809
H 7.194342 -16.588461 -10.651520 0.1149 0.1198 -0.0918 0.0848
H 8.947621 -15.555050 -8.366239 0.2056 0.2790 -0.0565 0.1367
H 6.297939 -14.305457 -9.448900 0.0644 -0.2211 -0.0149 0.0816
H 7.849260 -13.465510 -9.549336 0.2559 -0.3487 -0.6311 0.0700
H 7.188296 -13.673347 -8.065516 -0.1906 -0.5935 0.5467 0.0692
H 7.057248 -15.932430 -7.184787 0.0227 0.0767 0.0867 0.1156
C 9.727322 -29.161693 -13.597076 0.3264 -0.0687 -0.9463 -0.0395
C 8.515367 -28.908182 -14.549264 0.0533 0.9079 3.0868 -0.5491
C 8.402168 -27.443045 -14.918297 -0.1846 0.2282 1.7369 -0.0490
O 8.553407 -29.548928 -15.726414 0.8472 -2.4104 -2.5645 -0.0221
H 10.147084 -30.158995 -13.728507 -0.3729 -0.2954 -0.0105 0.0752
H 9.523133 -29.036889 -12.533668 -0.2207 0.2185 -0.1380 0.0732
H 10.553887 -28.512013 -13.884854 0.0890 0.3254 0.1475 0.0545
H 7.687659 -29.374811 -14.015176 -0.5842 0.6574 0.0088 0.1396
H 7.498662 -27.268707 -15.502571 0.4040 0.1247 -0.3026 0.0799
H 9.365186 -27.208633 -15.371900 -0.2607 0.2724 -0.6641 0.0766
H 8.373753 -26.815286 -14.027668 -0.2025 0.1964 0.1441 0.0685
H 9.438812 -29.426149 -16.076533 0.0897 -0.1283 -0.4793 0.0991
C 5.198701 -25.726945 -11.430796 0.8503 -0.2916 0.9365 -0.1623
O 3.830570 -25.975014 -11.755093 0.8806 0.5393 0.0195 -0.1067
H 5.868431 -25.147532 -12.066267 -0.7988 0.4690 -0.8548 0.0607
H 5.279167 -25.214236 -10.472274 -0.5652 0.0729 0.0344 0.0687
H 5.796797 -26.624977 -11.276146 -0.3627 -0.6528 -0.0271 0.0677
H 3.781351 -26.303427 -12.655836 -0.0226 -0.2250 -0.1515 0.0376
C 7.886506 -21.759776 -12.447839 -0.6429 -0.5316 -0.6778 -0.1547
O 7.781717 -23.096353 -12.016382 -1.0902 0.3120 0.3031 -0.1353
H 6.973663 -21.479941 -12.973689 -0.2770 -0.1704 -0.0718 0.0545
H 7.958770 -21.025491 -11.645530 0.6717 -0.0247 0.1345 0.0749
H 8.659887 -21.748711 -13.215863 0.4317 0.7920 0.2008 0.0610
H 8.674564 -23.444041 -11.956874 0.4510 -0.3105 0.1573 0.0042
C 13.628494 -20.660715 -10.994504 -0.3332 -0.6957 -0.1158 -0.1364
O 13.573443 -22.116178 -11.119766 -0.0170 1.8238 0.5409 -0.1406
H 12.821257 -20.075060 -11.434360 -0.8533 -0.6915 -0.2440 0.0617
H 13.566117 -20.428040 -9.931456 0.5427 -0.0559 -0.0707 0.0733
H 14.462544 -20.195993 -11.520339 0.7268 -0.3900 0.4941 0.0687
H 13.761989 -22.329355 -12.036619 -0.3403 0.0511 -0.3339 -0.0074
C 9.876314 -17.928757 -16.135594 1.0318 0.5365 0.7550 -0.1653
O 11.192031 -17.457638 -16.433916 0.0560 0.1803 -0.9727 -0.1292
H 9.921970 -18.911195 -15.665664 -0.2892 -0.1963 -0.3250 0.0525
H 9.389960 -17.273356 -15.413096 -0.1872 0.1737 -0.0444 0.0697
H 9.340266 -17.891948 -17.083960 -0.0399 -0.3366 0.2095 0.0924
H 11.853196 -17.444556 -15.738010 -0.6162 -0.2761 0.4517 0.0746
C 4.447784 -18.720118 -8.627475 -1.4935 0.0245 -0.2579 -0.1696
O 5.587481 -18.567420 -7.806898 -0.6690 -1.0432 -0.3269 -0.1065
H 3.938615 -19.680232 -8.543745 0.7389 -0.4202 0.5679 0.0534
H 3.610900 -18.058083 -8.405103 0.1469 0.6335 0.6288 0.0714
H 4.505284 -18.597094 -9.708983 1.1699 0.1389 -0.2646 0.0719
H 6.022990 -17.724851 -7.955285 0.1417 0.3041 -0.3604 0.0237
```
Forces are in eV/Å.

Output
Orbital gap in eV: 9.5
ΔE to the lowest compared entry with this formula, charge and spin in kcal/mol: 113.5
Spin multiplicity: 1

***

No. 2
Here is a 2-piece molecular cluster, C2N4 overall at a distorted geometry from the Open Molecules 2025 dataset. Energies are from wB97M-V/def2-TZVPD.

Structure (XYZ):
```
6
Properties=species:S:1:pos:R:3:forces:R:3:nbo_charge:R:1
C -1.022440 -0.708340 0.920674 0.1571 1.8694 -2.8553 0.3702
C -0.835521 1.703542 -1.620168 -0.6412 7.9610 -5.9446 0.3337
N -0.839732 -0.028512 -0.057702 -1.0821 -2.9727 3.7851 -0.3679
N -0.729124 0.798062 -1.003751 0.6450 -6.7209 4.9246 -0.3378
N 1.689741 -0.628067 0.386998 0.7419 -1.6085 2.9976 -0.0212
N 1.737077 -1.136683 1.373949 0.1793 1.4717 -2.9074 0.0229
```
Forces are in eV/Å.

Output
Orbital gap in eV: 12.5
ΔE to the lowest compared entry with this formula, charge and spin in kcal/mol: 82.9
Spin multiplicity: 1

***

No. 3
Here is C12H36FeN8O10V as an isolated structure at a distorted geometry from the Open Molecules 2025 dataset. Energies are from wB97M-V/def2-TZVPD.

Structure (XYZ):
```
68
Properties=species:S:1:pos:R:3:forces:R:3:lowdin_charge:R:1
Fe -0.402431 1.381579 1.333219 1.2242 -0.2445 -1.3240 1.0196
O -3.416921 3.943019 0.598139 2.8475 0.7723 -3.9550 -0.2883
V -2.326961 4.068139 -0.653291 -1.7677 -4.0321 3.4358 1.1160
O -3.002951 4.128499 -2.050241 -0.0985 0.2266 0.7609 -0.2350
O 0.553119 -0.126591 0.181879 -2.4379 0.5986 1.7349 -0.3751
C 0.425389 0.307879 -1.147891 0.8976 1.9061 1.4102 -0.3032
C -0.798601 1.239989 -1.547861 0.0272 0.0192 -0.7745 -0.2558
O -1.410691 2.041219 -0.514401 0.2831 0.9134 0.9766 -0.3876
H 0.569829 -0.552021 -1.801961 -0.2950 0.1934 -0.5982 0.0946
H 1.304989 0.950219 -1.105571 0.1083 0.1660 -2.0085 0.0728
H -1.522501 0.637359 -2.096391 -0.6494 -0.1014 0.4870 0.0921
H -0.468461 1.963279 -2.293501 0.5452 -0.1811 -0.2198 0.1017
C 1.733829 0.676999 3.522729 2.1031 -1.1060 -0.6741 -0.7017
O 1.163419 1.347669 2.675259 -1.6619 1.3862 -1.0395 -0.0459
N 1.222539 -0.239971 4.267889 -3.6624 -2.3179 2.1497 0.2126
N 3.042749 0.626619 3.640009 2.0228 1.3273 0.0905 0.2038
H 0.242559 -0.468831 4.182049 0.1254 -0.0563 0.2033 0.1374
H 1.736389 -0.673831 5.021419 -0.3247 0.0292 -0.1762 0.1407
H 3.371119 -0.009491 4.352499 0.8119 0.5946 -0.3398 0.1324
H 3.587839 1.393769 3.273319 0.3414 -0.3574 0.1287 0.1357
C 4.367339 1.407369 0.205439 4.8005 3.0805 -1.7510 -0.7751
O 5.488429 1.848709 -0.065971 -0.3138 0.2211 0.1263 0.0219
N 3.277619 2.064559 -0.135051 -2.8920 0.6992 -0.4089 0.1729
N 4.240889 0.305559 0.852209 -1.6618 -3.9568 2.2323 0.1766
H 3.335719 3.001629 -0.507371 0.0812 -0.4627 0.0302 0.1260
H 2.403439 1.620709 0.107649 -0.0916 0.6697 -0.0188 0.0514
H 5.028939 -0.139831 1.300219 -0.1456 0.1092 -0.4895 0.1369
H 3.307409 -0.064971 0.959159 0.3060 -0.3685 0.3165 0.0904
C -0.138531 4.274129 2.699979 0.6098 -1.8748 1.5210 -0.7755
O -0.283151 3.389909 1.894729 -1.0236 -3.1053 -3.2096 -0.0228
N 0.188709 4.162079 3.931209 1.6621 -2.5635 4.7787 0.2293
N -0.306401 5.475909 2.437079 -1.2517 7.9085 -3.8298 0.2203
H 0.604579 3.297299 4.246329 -0.2618 0.1710 0.1905 0.1267
H 0.290669 4.984969 4.507899 0.0664 -0.5065 0.0852 0.1446
H 0.016389 6.210599 3.050369 -0.2015 -0.0626 -0.2624 0.1514
H -0.382451 5.745099 1.466589 -0.1192 0.1686 0.3028 0.1367
C 0.631979 -3.747841 0.902329 -1.9983 -6.0302 1.5340 -0.7862
O 0.454739 -4.861081 1.460469 0.5657 2.0776 -0.9081 0.0151
N 0.170829 -3.406741 -0.260751 -2.9192 -1.1392 -5.4350 0.1552
N 1.192789 -2.706981 1.317849 4.3934 4.5521 5.1385 0.1667
H -0.533431 -4.041531 -0.608811 -0.0069 0.4006 -0.4024 0.1148
H 0.170009 -2.422311 -0.486581 -0.6533 -0.4419 -0.3250 0.0696
H 1.635319 -2.752211 2.224619 0.1047 0.3737 -0.2372 0.1276
H 1.153799 -1.873951 0.748079 0.3935 0.4305 0.8348 0.0597
C -0.710151 -2.681461 -3.959501 0.9546 1.5512 0.6346 0.0113
C -0.554451 -1.974061 -5.302751 -2.6298 -1.6220 1.4078 -0.3975
C 0.053889 -0.527111 -5.255201 0.8556 1.3807 -0.9330 0.0802
O 0.248999 -2.571601 -6.179171 0.6142 -0.2698 -1.3321 0.2851
H -1.217361 -3.646241 -3.964771 0.3468 -0.0167 -0.3813 0.1181
H -1.238381 -2.020111 -3.272701 -0.5095 0.0641 -0.2521 0.0808
H 0.272629 -2.651751 -3.489011 0.2763 -0.9000 0.1507 0.0950
H -1.510171 -1.993241 -5.826511 -0.4023 1.0235 -0.2680 0.1885
H -0.466961 0.185129 -4.615251 -0.4872 -0.6550 0.2809 0.1088
H 0.002139 -0.164511 -6.281811 0.1149 0.1298 0.1178 0.1104
H 1.102329 -0.605791 -4.967651 -0.0885 -0.0122 0.1320 0.1109
H 0.977969 -3.025601 -5.750121 0.9580 -0.7736 0.4203 0.1812
C -3.190941 -2.039501 -0.825991 -0.7845 -1.2948 1.0675 -0.0581
C -3.799071 -1.992501 0.580139 1.3309 1.6800 1.0694 -0.4323
C -2.810491 -2.267291 1.741049 0.7732 -0.4215 -0.6201 -0.0478
O -4.193341 -0.622321 0.612259 -1.0866 0.8031 0.7772 -0.0714
H -2.904391 -3.083801 -0.950161 0.4905 0.1019 -0.9080 0.0753
H -2.400611 -1.289061 -0.843761 0.4108 -0.4016 0.0005 0.0555
H -3.960401 -1.691701 -1.515241 0.0329 -0.4089 -0.1360 0.0870
H -4.672611 -2.591471 0.837559 -0.1509 -0.0924 -0.8775 0.1462
H -1.885261 -1.692861 1.695429 0.1023 0.7627 -0.4652 0.0436
H -2.368751 -3.260581 1.661409 -0.4504 -0.4215 0.1721 0.0808
H -3.179341 -2.111051 2.754769 -0.5624 -0.1699 -0.2362 0.0856
H -3.515131 -0.088051 1.032029 0.0078 -0.1241 0.0978 0.0618
```
Forces are in eV/Å.

Output
Net charge: +2
Orbital gap (spin up / spin down) in eV: 5.5 / 2.0
Spin multiplicity: 6

***

| no. | calculated total energy (Eh) |
| --- | --- |
| 1 | -2521.85413 |
| 2 | -295.09765 |
| 3 | -3876.28793 |